{
  "formula": "C11H17NOP",
  "method": "the ωB97M-V functional and the def2-TZVPD basis",
  "homo_energy_ev": [-12.72, -12.72],
  "spin_multiplicity": 1,
  "relative_energy_kcal_mol": 119.9,
  "total_charge": 1,
  "e_lumo_ev": [-4.141, -4.139],
  "symbols": ["C", "C", "C", "C", "C", "C", "C", "C", "C", "C", "C", "N", "O", "P", "H", "H", "H", "H", "H", "H", "H", "H", "H", "H", "H", "H", "H", "H", "H", "H", "H"],
  "positions_angstrom": [[4.0712, 0.9068, 0.0366], [3.0458, 1.6145, -0.6451], [3.9686, -0.4096, 0.4996], [1.9395, 0.8495, -0.9537], [2.7265, -1.0501, 0.3495], [1.7318, -0.4136, -0.3443], [-3.5227, 0.0327, -0.3937], [-2.5787, -1.0913, 0.0765], [-2.6517, 1.0158, -1.1569], [-1.2928, -0.4056, 0.0241], [-0.2678, -0.4610, 2.2307], [-1.4695, 1.0433, -0.2071], [0.1090, -2.6708, -0.2893], [0.1856, -1.2804, -0.6162], [4.8534, 1.5574, 0.1231], [3.0630, 2.5622, -1.0257], [4.7003, -0.9863, 0.9222], [1.1093, 1.2735, -1.6172], [2.4192, -1.9665, 0.6991], [-4.4864, -0.3688, -0.9771], [-3.9297, 0.7299, 0.4957], [-3.0466, -1.4591, 1.1034], [-2.4731, -1.8663, -0.6695], [-2.4091, 0.4870, -2.0276], [-2.9076, 2.0833, -1.2274], [0.3584, 0.3896, 2.0534], [0.2080, -1.4638, 2.2731], [-1.1144, -0.6904, 2.8943], [-0.5863, 1.5461, -0.4019], [-1.6549, 1.6161, 0.7003], [-0.0983, -1.1241, -1.9291]],
  "forces_ev_per_a": [[-1.937, -0.004, -0.477], [-0.731, -4.554, 0.696], [-2.680, 1.328, -1.380], [-2.140, 0.320, -0.009], [0.460, 2.273, -0.700], [-0.736, 1.263, -1.194], [-3.888, 1.547, 0.816], [-2.261, 0.238, 1.237], [-0.184, 1.185, 1.570], [4.293, 0.169, 5.255], [-1.511, -2.670, -2.258], [0.723, 0.902, 1.921], [0.046, -2.964, 1.435], [-0.517, 2.271, -0.605], [2.824, 0.696, 0.806], [0.815, 2.373, -0.642], [2.181, -0.705, 1.116], [1.224, -0.530, 0.784], [0.268, -2.295, 1.088], [2.306, 1.100, 1.181], [0.590, -2.130, -1.474], [1.596, 0.347, -2.161], [-0.706, -0.762, 0.093], [1.090, 0.106, -1.704], [-0.703, -0.728, -0.626], [-0.047, 0.427, 0.680], [0.429, 0.893, -0.722], [-0.015, 1.614, -0.274], [-0.240, -0.675, -1.210], [-0.698, -1.585, -1.533], [0.149, 0.547, -1.708]],
  "nbo_charge": [-0.155, -0.201, -0.184, -0.190, -0.145, -0.470, -0.416, -0.512, -0.218, -0.187, -0.492, -0.584, -1.068, 1.806, 0.225, 0.227, 0.234, 0.187, 0.237, 0.278, 0.212, 0.272, 0.256, 0.229, 0.240, 0.210, 0.228, 0.231, 0.454, 0.438, -0.141]
}